No. 1
Computed, not measured: a molecular structure, C24H36BN6NaO5S3, with ωB97M-V with the def2-TZVPD basis set.

Structure (XYZ):
```
76
Properties=species:S:1:pos:R:3:forces:R:3:mulliken_charge:R:1
Na -0.3785 0.5474 0.9690 0.33 -0.24 -0.35 0.933
C 0.7359 -0.2821 -3.9088 0.00 0.03 0.04 -1.109
C 1.2320 -1.3751 -3.0190 0.05 -0.03 0.02 0.616
C 2.0338 -2.4888 -3.3495 -0.02 0.00 -0.03 -1.184
C 2.2063 -3.1597 -2.1571 -0.02 0.05 -0.06 0.787
C 2.9623 -4.4250 -1.9142 0.02 -0.01 0.03 -1.303
N 1.5471 -2.4656 -1.2008 0.06 0.01 -0.02 0.829
N 0.9520 -1.3735 -1.7299 -0.07 0.03 -0.03 -0.462
B 1.3998 -2.8516 0.2820 0.02 -0.09 -0.03 -0.864
N -0.1003 -3.1097 0.6121 0.11 0.12 0.01 1.122
N -1.0487 -2.1606 0.3939 -0.07 -0.16 0.25 -0.538
C -2.2182 -2.7565 0.5844 -0.01 0.07 -0.10 0.611
C -3.5126 -2.0525 0.3378 0.00 -0.03 0.06 -0.862
C -2.0359 -4.1021 0.9448 -0.10 -0.05 -0.02 -1.448
C -0.6714 -4.2874 0.9439 0.00 -0.06 -0.03 0.839
C 0.0666 -5.5504 1.2543 0.09 0.01 0.00 -1.266
N 2.0742 -1.8309 1.2194 -0.14 0.04 0.00 1.354
N 2.3175 -0.5418 0.8580 0.05 0.00 -0.04 -0.759
C 3.0223 -0.0013 1.8399 0.01 -0.06 0.02 0.853
C 3.4722 1.4205 1.8003 -0.01 0.01 -0.07 -1.230
C 3.2359 -0.9426 2.8640 0.07 0.02 0.09 -1.498
C 2.6111 -2.0907 2.4332 -0.01 0.01 -0.04 0.914
C 2.4613 -3.3972 3.1390 -0.02 -0.06 -0.02 -1.316
H 0.2007 -0.6785 -4.7755 -0.03 -0.01 0.01 0.347
H 1.5663 0.3187 -4.2848 0.02 0.03 -0.04 0.096
H 0.0707 0.3772 -3.3503 0.03 -0.01 -0.01 0.214
H 2.4279 -2.7700 -4.3143 0.00 0.00 0.00 0.397
H 3.3901 -4.7684 -2.8571 0.01 -0.01 0.00 0.342
H 2.3189 -5.2148 -1.5211 0.00 0.00 -0.01 0.164
H 3.7731 -4.2815 -1.1982 0.00 0.00 0.01 0.244
H 1.9595 -3.9114 0.4295 0.00 0.05 0.02 -0.259
H -3.3401 -0.9856 0.2400 0.00 0.05 -0.02 -0.045
H -4.2114 -2.2196 1.1621 -0.01 0.01 0.01 0.326
H -3.9868 -2.4273 -0.5744 0.02 0.01 0.00 0.221
H -2.7912 -4.8416 1.1616 -0.01 0.00 0.00 0.417
H -0.6294 -6.3887 1.2079 -0.01 -0.01 0.02 0.359
H 0.5027 -5.5302 2.2565 0.01 0.02 -0.03 0.157
H 0.8795 -5.7326 0.5516 -0.05 -0.02 0.01 0.149
H 3.6810 1.7231 0.7735 0.02 -0.02 0.03 0.191
H 4.3821 1.5492 2.3919 -0.03 0.01 0.02 0.398
H 2.6797 2.0622 2.1920 0.02 0.02 0.05 0.130
H 3.7513 -0.7955 3.8005 -0.01 0.01 0.00 0.391
H 3.1748 -3.4550 3.9619 -0.01 0.01 0.01 0.399
H 2.6314 -4.2420 2.4684 0.02 0.03 0.02 0.257
H 1.4559 -3.5076 3.5561 0.00 -0.01 -0.03 0.182
O 0.5911 4.1930 2.8285 -0.09 0.04 -0.01 -0.775
S -0.2017 3.0911 2.2727 0.17 0.03 -0.09 0.979
O -0.3311 3.2140 0.7826 0.00 -0.16 0.16 -0.640
O -1.5699 3.0454 2.8643 -0.13 0.08 -0.02 -0.708
O 0.4790 1.7828 2.5377 -0.05 0.07 0.25 -0.752
C -5.0891 1.4178 0.6898 0.13 -0.02 -0.01 -1.108
S -3.5306 1.8770 1.5259 -0.01 0.25 0.20 0.308
O -2.5600 0.9163 0.9293 -0.24 -0.14 -0.14 -0.502
C -3.3681 3.4333 0.6616 -0.04 0.02 -0.03 0.332
C -3.7701 4.5929 1.3007 0.01 -0.05 -0.04 -0.367
C -3.6714 5.8015 0.6277 0.00 0.00 0.01 -0.549
C -3.1471 5.8365 -0.6579 0.00 0.02 -0.01 -0.411
C -2.7111 4.6693 -1.2692 0.00 -0.01 -0.01 -0.527
C -2.8176 3.4565 -0.6065 0.01 0.03 0.05 -0.270
H -4.9160 1.3678 -0.3849 0.01 0.00 -0.01 0.313
H -5.8553 2.1584 0.9172 0.00 0.03 0.04 0.403
H -5.3806 0.4384 1.0696 0.00 0.00 0.00 0.371
H -4.0940 4.5463 2.3324 -0.01 0.02 0.01 0.328
H -3.9592 6.7214 1.1223 0.00 0.00 0.01 0.346
H -3.0371 6.7858 -1.1693 0.00 0.00 0.00 0.350
H -2.2393 4.7074 -2.2427 0.00 -0.01 0.00 0.337
H -2.4195 2.5434 -1.0286 0.00 0.00 -0.03 0.419
C 1.7478 3.5036 -3.7138 0.04 0.03 -0.04 -0.876
S 0.8343 3.4991 -2.1587 -0.11 0.09 -0.13 0.138
C 2.0806 2.8118 -1.0666 -0.03 -0.08 0.05 -0.558
H 2.5960 4.1921 -3.6821 0.00 0.00 0.03 0.312
H 1.0640 3.8364 -4.4962 0.01 0.00 -0.01 0.287
H 2.1135 2.5117 -3.9781 -0.01 -0.07 0.03 0.155
H 2.2720 1.7603 -1.2904 -0.01 0.02 -0.01 0.177
H 1.6336 2.8961 -0.0744 0.04 0.00 0.00 -0.059
H 3.0054 3.3897 -1.1173 -0.01 0.03 0.00 0.448
```
Forces are in eV/Å.

Computed properties:
Total energy: -82254.338 eV
HOMO: -1.9 eV
Charge: -2
Strongest force on any atom: 0.541 eV/Å
Orbital gap: 5.9 eV
ΔE to the lowest compared entry with this formula, charge and spin: 18.42 kcal per mole

***

No. 2
Computed, not measured: a molecular structure, C24H36BeF3NO15 in a non-equilibrium geometry, with ωB97M-V with the def2-TZVPD basis set.

Structure (XYZ):
```
80
Properties=species:S:1:pos:R:3:forces:R:3:mulliken_charge:R:1
Be -0.5841 0.0945 -0.1736 -1.14 -0.32 0.33 1.966
C -3.1131 -0.9465 1.6355 2.88 -0.40 -2.33 0.072
O -2.6699 0.4998 1.4571 -0.86 -1.05 1.75 -0.002
O -1.9819 -1.7164 1.1855 -2.37 2.67 1.00 -0.751
C -3.7473 -1.3731 3.0271 1.74 -0.87 0.73 0.627
F -4.7207 -0.6122 3.4745 -1.84 0.97 -0.79 -0.292
F -4.2184 -2.6595 3.0006 0.17 0.86 -0.75 -0.285
F -2.9253 -1.3518 4.0945 1.49 -0.21 -0.16 -0.257
C -3.6639 1.5415 1.6453 2.20 1.88 -0.85 -0.445
C -2.8438 2.8585 1.8940 -0.20 -0.65 -0.50 -0.714
H -2.0549 2.7320 2.6354 -0.37 0.00 0.48 0.238
H -2.3078 3.1697 0.9974 -0.16 -0.27 -0.34 -0.223
H -3.5509 3.6604 2.1065 0.14 0.08 0.40 0.492
H -4.3836 1.4703 2.4608 0.16 -0.81 -0.18 0.361
H -4.1058 1.7531 0.6717 -0.71 -0.51 0.08 0.262
H -3.9609 -0.9547 0.9504 -0.36 -0.55 -0.20 0.197
N -2.0503 2.4608 -2.5949 -1.44 -1.37 -0.56 0.827
O -1.9411 1.6186 -1.6972 0.92 -2.82 2.60 -0.369
O -2.4143 2.0911 -3.7047 0.31 -0.31 -1.44 -0.675
O -1.9608 3.6133 -2.3033 0.88 3.72 0.49 -0.661
O 0.3973 2.2844 0.2486 0.13 0.29 -0.35 -0.212
C 0.6963 3.3554 0.7258 -0.74 -1.27 0.73 -0.134
O 1.2987 3.3577 1.9626 0.44 -0.91 -0.72 -0.254
C 1.3681 4.6215 2.5683 -0.16 0.78 -0.53 -0.459
C 0.8452 5.5713 1.4931 -0.55 0.94 -0.62 -0.580
C 0.3206 4.7641 0.3015 -0.24 -0.91 0.33 -0.269
H 2.3604 4.9961 2.8197 0.44 -0.86 -0.04 0.268
H 0.8346 4.5714 3.5175 -0.45 0.16 -0.22 0.336
H 1.6855 6.1055 1.0494 -0.14 0.65 0.66 0.274
H 0.0719 6.2011 1.9328 0.28 0.44 -0.36 0.302
H 0.6719 5.0488 -0.6903 0.73 -0.17 0.22 0.378
H -0.7465 4.7859 0.0804 -0.28 -0.21 0.61 0.198
O 0.8147 0.6557 -2.2808 0.19 0.64 -0.49 -0.082
C 1.3562 1.3236 -3.1345 -0.15 0.10 1.67 0.089
O 2.0168 2.4989 -2.8169 0.35 -0.05 0.02 -0.237
C 2.8979 2.9425 -3.8789 -1.14 -1.12 -1.62 -0.418
C 2.7904 1.8280 -4.9140 -0.05 -1.49 -1.10 -0.722
C 1.5217 0.9928 -4.5742 0.82 0.79 0.05 -0.411
H 3.9566 3.0556 -3.6455 -0.39 0.20 0.93 0.289
H 2.5346 3.7973 -4.4494 -0.24 0.63 1.08 0.303
H 3.6975 1.2240 -4.8957 -0.11 -0.22 -0.05 0.271
H 2.6506 2.1848 -5.9345 0.40 0.25 0.08 0.349
H 1.5720 -0.0916 -4.6730 0.14 0.20 -0.21 0.303
H 0.6903 1.3885 -5.1575 -0.25 -0.17 0.24 0.254
O -1.8217 -1.5231 -1.8620 0.74 0.68 0.49 -0.359
C -1.9344 -2.5005 -2.5356 -0.27 0.54 0.15 0.090
O -3.0911 -2.7421 -3.1715 0.54 -1.26 -0.65 -0.387
C -2.9846 -4.0402 -3.8464 -0.94 0.95 -1.21 -0.489
C -1.5077 -4.4480 -3.9421 -0.47 0.32 1.33 -0.568
C -0.9669 -3.6260 -2.7641 0.67 -0.97 -0.26 0.212
H -3.4285 -3.8884 -4.8303 -0.06 -0.02 0.00 0.319
H -3.6595 -4.7017 -3.3033 0.48 -0.34 0.12 0.282
H -0.9160 -4.1685 -4.8139 -0.79 0.01 -0.40 0.308
H -1.4324 -5.5238 -3.7837 0.21 0.06 -0.05 0.272
H 0.0494 -3.3203 -3.0125 -0.07 0.36 0.65 0.293
H -0.9986 -4.2386 -1.8631 0.30 0.21 0.25 -0.017
O 0.4423 -0.0092 2.2166 1.88 -0.18 3.37 -0.420
C 1.0163 -0.0218 3.3372 -2.06 0.80 -4.18 0.253
O 2.2239 0.5284 3.5010 -0.37 0.23 -0.60 -0.402
C 2.7493 0.2453 4.7788 1.52 -0.71 0.49 -0.448
C 1.6634 -0.4463 5.6015 -0.94 0.60 0.21 -0.559
C 0.4896 -0.5139 4.6405 -0.28 -0.47 -0.18 -0.006
H 3.1390 1.1406 5.2634 -0.42 0.29 -0.19 0.284
H 3.6478 -0.3334 4.5647 -0.03 -0.45 0.35 0.250
H 1.3535 0.2467 6.3837 0.33 -0.39 0.40 0.247
H 1.7714 -1.4562 5.9971 0.94 0.33 0.11 0.337
H -0.3099 0.1503 4.9690 -0.27 -0.29 -0.33 0.198
H 0.1426 -1.5404 4.5223 -0.45 0.27 -0.11 0.263
O 1.3178 -1.5386 -0.4978 0.71 -2.02 0.56 -0.572
C 1.6926 -2.6983 -0.2737 -1.70 1.06 0.32 0.320
O 0.8574 -3.6477 0.1958 -0.61 -0.94 0.08 -0.254
C 1.4409 -5.0214 0.1767 -0.72 0.74 -0.66 -0.375
C 2.7869 -4.7932 -0.4170 2.51 -1.75 -0.26 -0.618
C 3.0306 -3.3534 -0.3996 0.94 2.84 -0.08 -0.504
H 0.8535 -5.7028 -0.4387 -0.47 0.53 -0.16 0.219
H 1.4655 -5.5138 1.1489 -0.07 0.82 0.32 0.344
H 3.0553 -5.1731 -1.4027 -1.01 -0.32 -0.22 0.318
H 3.5616 -5.2591 0.1920 -0.08 -0.21 0.18 0.312
H 3.5790 -2.9007 -1.2257 -0.04 -0.31 -0.18 0.377
H 3.6171 -3.0794 0.4774 -0.15 0.31 0.21 0.273
```
Forces are in eV/Å.

Computed properties:
Total energy: -66219.667 eV
HOMO: -7.3 eV
Strongest force on any atom: 4.729 eV/Å
Orbital gap: 7.1 eV

***

No. 3
Computed, not measured: a molecular structure, C24H36BrN4SScSi in a non-equilibrium geometry, with ωB97M-V with the def2-TZVPD basis set.

Structure (XYZ):
```
68
Properties=species:S:1:pos:R:3:forces:R:3:nbo_charge:R:1
Sc -0.2979 3.0452 -0.0707 -1.23 -0.32 -0.02 1.916
C 5.4958 1.5710 -0.2023 0.04 0.03 0.01 -0.137
C 5.5468 2.9398 0.0552 0.02 -0.02 0.00 -0.184
C 4.3886 3.6863 0.0942 -0.03 0.10 0.06 -0.204
C 3.1620 3.0550 -0.1288 -0.10 -0.02 -0.01 0.129
C 3.1086 1.6921 -0.3915 -0.02 -0.05 -0.08 -0.223
C 4.2784 0.9507 -0.4274 -0.03 -0.02 -0.01 -0.194
N 1.9283 3.7882 -0.1148 0.28 0.10 -0.05 -0.297
N 2.0780 5.0239 -0.0609 0.04 0.24 -0.02 -0.098
C 0.9259 5.8357 -0.0397 0.01 0.01 0.04 0.269
C 1.1316 7.1945 -0.0299 0.04 0.15 0.00 -0.176
C 0.0178 8.0315 -0.0123 0.05 0.01 -0.01 -0.094
C -1.2440 7.4690 -0.0052 -0.02 -0.01 0.00 -0.214
C -1.3651 6.0867 -0.0151 -0.07 0.01 0.00 0.108
N -0.3002 5.2790 -0.0295 0.28 -0.29 0.00 -0.614
H 6.4105 0.9937 -0.2280 -0.01 0.01 0.00 0.241
H 6.4987 3.4233 0.2257 0.00 -0.01 0.01 0.244
H 4.4242 4.7451 0.3010 0.02 -0.01 0.00 0.247
H 2.1654 1.2084 -0.5919 -0.01 -0.01 0.02 0.221
H 4.2372 -0.1097 -0.6359 0.00 0.01 -0.01 0.231
H 2.1431 7.5741 -0.0389 -0.01 0.01 0.00 0.265
H 0.1429 9.1060 -0.0052 0.01 -0.01 0.00 0.259
H -2.1346 8.0805 0.0075 0.00 -0.01 0.00 0.263
H -2.3313 5.6029 -0.0138 0.00 -0.01 0.01 0.242
S -5.0186 2.8063 -0.0223 0.02 0.01 0.00 0.155
C -3.4738 2.9762 -0.0789 -0.01 -0.04 -0.03 0.197
N -2.2744 3.1066 -0.1223 0.67 0.16 0.01 -0.950
C -3.7210 -2.3519 0.6717 -0.03 -0.07 0.05 -0.609
C -2.3505 -2.6343 1.3042 -0.07 0.19 -0.02 -0.715
C -2.1501 -1.5928 2.4235 0.00 -0.08 0.04 -0.609
C -2.3738 -4.0598 1.9037 0.00 -0.02 -0.01 -0.616
Si -0.9503 -2.6383 0.0488 0.04 0.16 0.02 2.431
Br -0.2506 0.5352 0.0828 0.04 -0.25 0.06 -0.485
C -1.3389 -2.6642 -1.7859 0.09 0.25 -0.08 -0.717
C -0.0895 -2.4296 -2.6495 -0.03 -0.12 -0.04 -0.606
C -2.3929 -1.6214 -2.2041 -0.02 -0.08 -0.04 -0.611
C -1.8813 -4.0874 -2.0564 -0.05 -0.03 0.09 -0.618
C 0.7707 -3.1067 0.6478 0.12 0.25 0.09 -0.714
C 0.9802 -2.7384 2.1267 0.02 -0.14 0.00 -0.610
C 0.8406 -4.6443 0.4823 -0.05 -0.02 -0.05 -0.619
C 1.9319 -2.4695 -0.1389 0.01 -0.08 0.01 -0.606
H -4.4741 -2.4256 1.4606 0.01 -0.01 -0.02 0.232
H -3.9908 -3.0746 -0.0986 -0.01 0.03 0.00 0.218
H -3.7820 -1.3468 0.2558 -0.01 0.01 0.02 0.221
H -3.0105 -1.6585 3.0949 0.02 -0.01 0.00 0.231
H -2.1173 -0.5764 2.0301 -0.04 -0.02 0.00 0.217
H -1.2571 -1.7601 3.0188 0.01 0.00 0.00 0.225
H -3.1965 -4.1089 2.6220 0.01 -0.01 -0.02 0.245
H -1.4593 -4.3156 2.4366 -0.03 0.01 0.03 0.222
H -2.5566 -4.8282 1.1469 -0.02 0.02 0.02 0.226
H 0.4173 -1.4937 -2.4083 -0.02 0.00 -0.01 0.215
H -0.4039 -2.3777 -3.6948 0.01 -0.02 0.01 0.231
H 0.6245 -3.2479 -2.5704 0.01 0.01 0.00 0.218
H -2.0941 -0.6033 -1.9492 0.00 -0.02 -0.01 0.216
H -3.3719 -1.8125 -1.7788 -0.02 0.00 0.00 0.229
H -2.4971 -1.6736 -3.2909 0.00 0.01 0.01 0.229
H -1.1581 -4.8689 -1.8123 -0.01 0.01 -0.04 0.226
H -2.1036 -4.1686 -3.1237 0.00 -0.01 0.02 0.247
H -2.8054 -4.2954 -1.5130 0.01 0.00 -0.03 0.226
H 0.2569 -3.2063 2.7907 0.01 0.01 0.02 0.219
H 0.9565 -1.6588 2.2853 0.00 -0.01 -0.01 0.220
H 1.9676 -3.0980 2.4273 -0.01 0.02 0.00 0.230
H 0.0736 -5.1717 1.0518 0.03 0.00 0.00 0.230
H 1.8119 -4.9798 0.8552 -0.01 0.00 -0.01 0.245
H 0.7660 -4.9540 -0.5624 0.04 0.01 0.02 0.224
H 1.8516 -1.3828 -0.1915 0.02 -0.02 0.03 0.210
H 2.0257 -2.8603 -1.1470 0.00 0.00 -0.02 0.226
H 2.8583 -2.7108 0.3898 -0.01 0.01 -0.02 0.225
```
Forces are in eV/Å.

Computed properties:
Total energy: -140876.903 eV
HOMO: -14.4 eV
Charge: +2
Strongest force on any atom: 1.271 eV/Å
Orbital gap: 6.7 eV
ΔE to the lowest compared entry with this formula, charge and spin: 13.60 kcal per mole